# 1
113
Properties=species:S:1:pos:R:3:forces:R:3:lowdin_charge:R:1 method="wB97M-V/def2-TZVPD" e_lumo_ha="-0.0350 / -0.0836" spin_multiplicity=5 e_above_lowest_kj_mol=0.0 e_homo_ev="-7.24 / -7.45" gap_ha="0.23122 / 0.19003"
Os -0.901224 -0.993282 0.724390 -4.29 0.39 -0.63 1.631
As 1.202033 0.530254 -1.285818 0.60 -1.06 -0.37 1.480
O 0.693921 -3.412594 -0.437978 -0.39 -0.72 0.51 0.058
O -2.792100 -1.183756 1.174033 0.16 -1.41 0.01 -0.283
O -1.894602 -3.078892 3.284010 1.28 -1.07 -0.98 0.066
N -0.687411 -2.908367 1.314831 0.37 -1.80 0.24 -0.075
N -4.313651 7.721666 -2.922885 0.93 -2.24 1.11 0.149
N 0.826540 -0.603122 0.808846 5.28 1.46 -0.86 -0.333
C 0.279374 -5.029733 1.373310 0.19 -0.16 -0.28 -0.099
C -3.247176 3.075025 -2.039749 1.03 0.89 0.77 -0.006
C -4.946485 -2.562116 -0.636411 0.25 -0.22 0.32 -0.062
C -4.830697 1.652126 2.102497 -0.40 0.36 -0.27 -0.044
C 2.708717 -1.904836 3.681104 0.57 0.36 0.01 -0.079
C 0.318782 -6.963742 3.324212 -0.23 0.36 -0.35 -0.050
C -3.886636 6.727389 -2.470793 -0.82 2.17 -1.19 -0.185
C 2.014015 2.348559 -0.853434 0.21 0.33 0.49 -0.291
C 1.900658 -0.939239 1.620369 -0.02 0.17 -0.45 -0.385
C -1.636494 1.906770 -0.573698 0.53 -3.69 1.73 -0.077
C 4.559477 0.855784 -1.930243 0.83 -0.63 0.15 -0.053
C -5.348698 1.031095 -0.147135 0.11 -0.11 -0.69 -0.076
C 4.780541 -1.364446 -3.019976 0.12 0.01 -0.31 -0.019
C 2.823850 4.471419 -1.743125 -0.22 0.24 -0.52 -0.016
C -3.370974 -1.233221 -2.082818 0.27 0.10 -0.17 -0.074
C 3.786715 6.329182 -0.311466 0.66 -0.50 0.00 -0.044
C -2.403983 5.516062 -0.907118 -0.72 0.34 -0.86 -0.019
C -0.556542 -4.947435 2.461024 -0.08 0.24 0.28 -0.097
C 1.204107 -7.031321 2.229265 -0.44 -0.03 0.31 -0.057
C 5.293214 -3.561908 -4.126930 0.21 0.18 0.39 -0.048
C 2.043916 -1.762168 -3.155099 -0.14 0.97 0.55 -0.287
C -3.772619 4.259755 -2.532184 0.07 1.05 0.55 -0.009
C 3.135952 4.982936 -0.489649 0.01 -0.77 0.10 -0.270
C -5.461699 1.929402 0.887255 -0.09 0.21 0.88 -0.101
C -1.891017 4.338210 -0.412912 -0.07 -0.69 -0.23 -0.013
C 4.033510 -1.775921 3.227024 -0.89 -0.08 -1.01 -0.085
C -4.586811 -1.167571 -1.136690 -0.08 0.26 -1.03 -0.375
C 4.268295 -1.178385 1.962655 0.58 -0.59 0.59 -0.076
C 2.810660 4.160030 0.572650 0.12 0.33 0.51 -0.022
C -1.781435 0.539716 3.709451 0.11 0.12 -0.20 -0.070
C -4.539319 -0.098079 -0.068829 1.01 -0.43 1.69 -0.131
C 4.309723 -2.549006 -3.600590 -0.07 0.47 0.36 -0.253
C 1.821590 2.830155 -3.335236 -0.08 -0.21 -0.53 -0.074
C -1.263327 0.774335 -0.126581 -1.74 3.78 -1.16 -0.293
C -3.304660 0.376026 3.607468 -0.27 0.92 0.76 -0.360
C -0.627540 -5.931484 3.428711 0.54 -0.17 -0.40 0.015
C 2.929606 -2.694297 -3.690664 0.04 0.02 0.13 -0.011
C -3.336939 5.496766 -1.979078 0.33 -1.03 0.63 -0.219
C 1.137572 -6.091083 1.204124 0.30 -0.32 -0.59 0.001
C 3.224530 -0.760193 1.158645 -0.34 0.16 0.43 -0.052
C 2.235324 3.214857 -1.944956 0.21 0.18 0.08 -0.319
C 3.931112 -0.409193 -2.460015 -0.01 -0.41 0.53 -0.287
C -3.714666 -0.260516 1.124567 -2.58 2.08 -0.44 -0.303
C -2.264950 3.104968 -0.997254 -0.40 0.71 -0.69 -0.216
C -3.793626 -0.831126 4.434625 0.45 -0.12 -0.05 -0.050
C -3.953505 0.587187 2.253007 0.38 -0.83 -0.87 -0.131
C 0.142225 -3.770447 0.594379 0.53 1.30 -0.46 -0.411
C 2.218297 2.903150 0.437714 -0.11 -0.11 -0.59 -0.270
C 2.546018 -0.676278 -2.387861 0.27 1.03 0.11 -0.253
C 1.640976 -1.442683 2.912915 -0.07 -0.02 0.11 -0.044
C 0.578266 -1.893492 -3.448603 -0.68 -1.03 0.71 -0.082
C 1.685110 2.314472 1.692894 0.19 -1.06 1.27 -0.063
C -1.156468 -3.588340 2.441413 -1.68 1.43 1.03 -0.395
H -2.099623 6.481514 -0.513372 -0.05 -0.20 0.07 0.120
H 3.153295 7.096712 -0.734025 -0.07 0.34 -0.05 0.076
H -1.381517 -5.865948 4.200937 0.22 -0.06 0.22 0.122
H 2.536990 -2.330481 4.670421 -0.09 0.09 -0.27 0.106
H 1.705739 -6.187323 0.269372 0.01 0.09 0.62 0.130
H -3.652465 1.261775 4.166777 -0.13 -0.24 -0.07 0.117
H 2.376212 1.635843 2.243333 -0.12 0.38 -0.56 0.091
H 0.345023 -7.716993 4.097642 0.10 -0.14 -0.03 0.101
H 0.729397 2.802583 -3.473208 0.21 -0.01 0.27 0.087
H -5.074098 -3.241240 -1.487232 0.14 0.05 0.11 0.080
H 3.032903 5.112421 -2.604590 -0.19 -0.31 0.04 0.123
H -4.555236 4.329113 -3.296586 0.45 -0.42 0.23 0.125
H 0.392279 -2.646080 -4.220898 0.18 0.10 0.02 0.081
H 0.603482 -1.434421 3.312876 0.92 -0.20 -0.37 0.095
H 2.199782 3.515809 -4.093541 0.06 0.15 0.15 0.082
H 4.429220 1.017921 -0.858772 -0.05 -0.06 -0.05 0.066
H 5.861528 -4.025391 -3.306101 -0.20 0.17 -0.13 0.088
H 5.637958 0.815917 -2.130489 -0.19 0.02 0.15 0.084
H 0.073595 -0.985849 -3.763436 0.21 0.29 0.02 0.066
H -1.522657 0.792191 4.746843 0.02 -0.19 -0.19 0.087
H 2.206698 1.849555 -3.620331 -0.02 -0.21 0.04 0.058
H -5.059296 2.281256 2.966544 0.24 -0.10 -0.22 0.111
H 1.459709 3.103725 2.424630 -0.16 -0.17 -0.36 0.088
H -2.642612 -1.995247 -1.780247 0.00 0.07 0.10 0.060
H -4.882590 -0.912969 4.444582 0.06 0.18 0.04 0.080
H -4.170774 -2.964200 0.041861 -0.28 0.18 -0.38 0.079
H -3.521657 2.128460 -2.437227 -0.29 -0.57 -0.27 0.098
H -1.266624 -0.382526 3.455985 0.14 -0.28 -0.01 0.021
H -5.890603 1.265526 -1.069471 0.08 -0.40 0.19 0.114
H -5.389420 -0.847700 -1.818625 -0.12 -0.05 0.34 0.126
H -5.883246 -2.557133 -0.088867 -0.18 0.06 0.13 0.079
H -2.853018 -0.266431 -2.103820 -0.06 -0.21 -0.17 0.048
H -3.420984 -0.694502 5.465043 -0.30 -0.07 -0.26 0.083
H 0.800229 1.699738 1.507694 -0.03 0.32 0.07 0.035
H 4.811675 -4.365089 -4.670183 -0.11 -0.05 -0.22 0.071
H -6.106305 2.801865 0.783336 0.16 -0.19 0.07 0.101
H 0.050991 -2.271931 -2.551695 0.14 0.23 -0.27 0.056
H -1.375918 1.347045 3.080169 -0.29 -0.16 0.04 0.075
H 5.307065 -1.124413 1.603162 -0.56 0.17 0.14 0.109
H -3.384971 -1.784473 4.087023 -0.11 0.32 -0.11 0.045
H 1.930603 -7.835717 2.170262 -0.17 0.03 0.03 0.105
H 5.857584 -1.158730 -3.033618 -0.37 -0.10 0.03 0.119
H 3.012328 4.529467 1.585074 -0.23 -0.18 -0.27 0.123
H 6.026387 -3.055587 -4.761938 -0.10 -0.19 -0.07 0.082
H 4.741028 6.315149 -0.870258 -0.37 0.23 0.24 0.090
H 4.016554 6.566208 0.743031 -0.24 -0.18 -0.50 0.084
H 4.193805 1.732313 -2.419826 -0.32 0.51 -0.35 0.054
H 4.840501 -2.237472 3.781591 0.04 0.29 0.06 0.094
H 2.490624 -3.566968 -4.156778 0.10 -0.04 -0.22 0.117
H -3.690191 -1.493458 -3.112667 0.17 0.11 0.53 0.086
H -1.206376 4.320101 0.432453 -0.02 0.11 -0.27 0.121
H 3.387624 -0.232964 0.205552 -0.06 -0.62 0.55 0.059

# 2
131
Properties=species:S:1:pos:R:3:forces:R:3:lowdin_charge:R:1 method="wB97M-V/def2-TZVPD" e_lumo_ha=0.0016 e_homo_ev=-9.03 gap_ha=0.33336
I -2.597827 -4.908932 -5.523810 0.41 0.36 0.16 0.870
Cl -1.494905 -3.975355 -1.386671 -0.18 -0.35 0.04 0.843
Cl -0.800198 0.812582 -0.643527 0.48 0.03 0.22 0.932
S -3.062547 -1.141101 -3.736909 -0.28 0.81 -0.52 0.686
F -1.682066 1.745053 -3.185837 0.65 0.25 -0.14 0.140
F -3.330428 1.939514 -0.353381 0.10 -0.25 0.44 0.128
F -1.297592 3.536084 -1.280468 0.45 0.14 0.18 0.127
F -3.100017 4.329648 0.640382 -0.11 0.15 -0.02 0.181
F -4.613700 2.741626 -1.868130 -0.74 0.02 -0.23 0.167
F -3.744772 1.501886 -3.681456 -0.33 0.02 -0.53 0.134
F -2.629349 4.285603 -2.822998 -0.11 0.16 -0.49 0.187
F -4.367417 5.162156 -0.919321 0.09 0.04 0.16 0.197
F -2.320081 5.859075 -0.699140 -0.36 -0.20 0.23 0.167
O -2.600928 -2.537532 -3.122762 0.15 0.24 0.19 -0.274
O -4.086726 -0.161848 -1.594627 -0.32 0.31 0.47 0.041
O -2.227007 -0.711489 -4.800660 0.15 -0.14 0.02 -0.197
O -0.602215 -2.778334 -6.127313 -1.58 -2.76 3.97 0.001
O -4.448241 -1.313197 -3.959987 -0.50 -0.35 0.09 -0.201
N -2.187460 -1.252555 -0.215909 -0.75 0.45 0.01 0.043
N 4.485217 0.840669 -4.108799 -0.32 -0.37 0.38 0.167
N 4.577807 -1.131806 -2.938652 -0.11 -0.68 0.52 0.024
N 5.305767 0.901130 -1.852765 -0.55 -0.45 -0.08 0.110
C 0.511830 -1.865532 -1.124794 0.33 -0.75 -0.50 -0.182
C 4.416161 5.126900 2.631853 -0.02 0.03 0.01 -0.098
C 8.210185 -0.614014 -3.703795 -0.05 0.04 0.10 -0.098
C -2.855464 1.390640 -2.678286 -0.24 -0.02 -0.23 -0.428
C 4.589047 2.833014 1.080569 -0.03 -0.03 -0.03 -0.100
C -1.601119 -6.566891 8.114986 0.01 0.00 0.00 -0.096
C 4.937718 3.960883 3.173254 0.01 0.00 0.02 -0.095
C 5.022178 2.813480 2.398626 0.02 0.01 0.00 -0.093
C 9.969925 -1.950405 -4.640102 0.00 -0.01 0.01 -0.089
C -1.498955 5.392467 3.171629 0.02 0.02 0.04 -0.094
C -3.349489 2.418380 -1.596461 0.00 0.13 0.11 -0.386
C -3.133635 4.786632 -0.606641 0.41 0.39 -0.30 -0.536
C 0.075963 -0.730473 -3.265469 0.43 0.26 0.02 -0.131
C 0.795670 -2.520592 4.483356 0.01 -0.02 0.00 -0.092
C -1.021185 -3.456255 -5.164807 1.13 2.49 -4.26 -0.741
C -2.645729 5.068336 5.258074 -0.01 0.00 0.00 -0.097
C 4.773814 0.247146 -3.023205 0.33 1.03 -0.82 -0.551
C -1.154769 -1.494422 5.443736 0.00 -0.01 0.00 -0.098
C 2.682856 -2.532224 -2.440963 -0.36 -0.59 0.15 -0.200
C -1.608530 -5.580777 7.139018 0.02 0.00 0.00 -0.101
C -0.283847 5.389049 3.839617 0.02 0.00 0.02 -0.091
C -2.654435 -4.671191 7.079803 -0.01 0.03 -0.03 -0.098
C -3.694890 -4.749255 7.994300 0.00 0.00 0.01 -0.093
C -0.248629 5.229516 5.217290 0.02 -0.01 0.02 -0.097
C -9.312384 1.465204 -4.983943 0.00 -0.01 -0.02 -0.100
C -7.113300 1.171192 -4.056364 -0.03 0.02 0.00 -0.081
C -3.685524 -5.732882 8.972642 -0.01 0.00 0.01 -0.097
C 0.962656 0.242366 -3.166189 -0.37 -0.33 -0.09 0.041
C -9.780079 1.879824 -3.745543 -0.02 0.01 0.01 -0.103
C -8.913719 1.943164 -2.663894 0.01 0.01 0.02 -0.097
C -0.387719 -0.815304 3.272203 0.00 -0.03 -0.08 -0.100
C -1.429883 5.067414 5.926676 0.00 0.00 0.01 -0.099
C -0.428954 -3.422905 -3.778307 -0.31 -0.25 -0.56 -0.196
C -1.636489 -0.589543 -1.351061 -0.35 -0.47 0.26 -0.631
C 9.184559 -2.391826 -2.411502 -0.01 -0.02 0.02 -0.093
C 8.272503 -1.352658 -2.529678 -0.03 0.03 -0.02 -0.110
C 10.030788 -2.691793 -3.468342 0.01 0.00 -0.01 -0.092
C 4.065604 3.999599 0.540139 0.02 -0.03 -0.01 -0.100
C 0.656411 -1.725824 3.354520 -0.01 0.00 -0.04 -0.097
C -0.108409 -2.402660 5.528912 0.00 -0.01 0.02 -0.100
C -2.576109 3.740837 -1.606733 0.01 0.13 0.23 -0.386
C -2.638024 -6.640551 9.033758 0.00 -0.01 0.01 -0.097
C 3.977104 5.146317 1.315855 -0.01 0.04 -0.01 -0.098
C -1.296326 -0.701573 4.314464 -0.04 0.00 0.01 -0.084
C -2.680556 5.233384 3.880889 -0.02 -0.01 -0.01 -0.094
C -2.876893 -0.076475 -2.228792 0.34 -0.50 0.02 -0.363
C 9.061153 -0.909591 -4.757873 0.01 -0.01 -0.02 -0.085
C -0.581354 -1.481026 -2.132866 0.49 1.06 0.52 -0.377
C -7.579334 1.593291 -2.819459 -0.07 -0.03 0.01 -0.089
C 3.604372 -1.511612 -1.884898 0.53 0.75 -0.68 -0.209
C -1.249082 -2.738142 -2.674028 -0.23 -0.77 -0.22 -0.675
C 1.542571 -2.923002 -1.523628 0.23 0.38 -0.05 -0.179
C -7.980343 1.108664 -5.137888 -0.01 0.00 -0.01 -0.088
H 2.007142 -3.212660 -0.599578 0.23 -0.28 0.71 0.116
H -4.512915 -4.042927 7.944927 -0.02 0.02 0.00 0.100
H -3.628876 5.237686 3.359788 -0.02 -0.01 -0.01 0.098
H 2.368945 -2.239923 -3.420854 -0.22 0.35 -0.59 0.097
H 4.686593 1.831582 -4.043669 0.12 0.25 0.03 0.047
H -3.566784 4.940367 5.810932 -0.02 0.00 0.01 0.099
H 0.699756 5.229851 5.738519 0.02 -0.01 0.00 0.099
H 0.636514 5.507349 3.285013 0.06 0.01 -0.03 0.095
H 0.066571 -2.223686 -0.226217 -0.47 -0.28 0.64 0.076
H 10.631473 -2.184893 -5.462898 0.02 -0.01 -0.02 0.102
H -0.787366 -7.278385 8.159387 0.02 -0.01 0.01 0.100
H -9.986782 1.418115 -5.828900 -0.01 -0.01 -0.02 0.098
H 9.014275 -0.330641 -5.670005 -0.02 0.01 -0.02 0.104
H -0.296257 -4.447262 -3.515189 0.03 -0.80 0.24 0.083
H -1.402932 4.939561 7.000642 0.00 0.00 0.02 0.099
H -2.688697 -2.098200 -0.418544 0.06 -0.24 0.07 0.052
H 5.454849 -1.582900 -2.730270 0.33 -0.14 -0.15 0.095
H 7.497111 0.195365 -3.799952 -0.01 0.01 -0.07 0.085
H -4.495083 -5.792340 9.687627 -0.02 0.00 0.02 0.100
H 6.309838 0.938325 -1.912820 0.40 -0.10 0.19 0.065
H 9.236039 -2.966180 -1.496241 0.00 -0.01 0.02 0.101
H -10.819971 2.152615 -3.623023 -0.02 0.01 0.00 0.098
H -0.171894 -1.039417 -4.248020 -0.11 -0.12 -0.68 0.085
H 3.281830 -3.414891 -2.573656 0.29 -0.67 -0.28 0.118
H 1.381497 0.663979 -4.044672 0.28 0.27 -0.75 0.073
H 4.965699 1.844421 -1.825300 0.04 0.53 0.02 0.058
H 4.351650 6.021838 3.236378 0.00 0.02 0.01 0.100
H 5.427979 1.903927 2.820914 0.01 -0.02 0.01 0.101
H 4.107592 -1.890905 -1.015439 0.29 -0.19 0.64 0.119
H 0.001591 -3.018605 6.411809 -0.01 -0.01 0.03 0.095
H 3.726599 4.018253 -0.488447 -0.03 0.00 -0.01 0.095
H -9.278745 2.266131 -1.697617 -0.01 0.01 0.02 0.098
H -2.630063 -7.406279 9.797735 0.00 -0.02 0.02 0.100
H 4.658808 1.937335 0.476881 0.00 -0.04 0.02 0.073
H -4.418775 -1.058157 -1.565296 -0.23 -0.36 0.01 0.123
H -6.905638 1.644811 -1.975515 0.04 -0.01 0.02 0.090
H 1.102437 -3.825659 -1.897567 -0.37 -0.44 -0.08 0.071
H 1.056080 -0.997456 -0.842580 0.31 0.90 0.07 0.077
H -0.799117 -5.521180 6.422922 0.01 0.00 -0.03 0.095
H 7.611729 -1.118801 -1.702374 0.02 0.00 0.04 0.090
H -1.523991 5.520127 2.100146 0.01 0.02 -0.05 0.083
H 3.566986 6.054880 0.894374 0.00 0.01 0.00 0.101
H 1.363316 -1.814516 2.538911 0.02 0.01 -0.01 0.096
H 10.739403 -3.503886 -3.378991 0.02 -0.02 0.00 0.102
H -2.112355 0.005110 4.246052 -0.01 0.03 0.00 0.105
H 3.085934 -0.618896 -1.584843 -0.33 0.45 0.21 0.092
H -2.658843 -3.902136 6.318762 0.00 0.00 -0.04 0.087
H -0.492768 -0.190398 2.394717 0.00 0.08 -0.03 0.080
H 1.288064 0.673273 -2.257027 0.26 0.25 0.82 0.035
H 5.280232 3.947419 4.199189 0.00 0.00 0.03 0.101
H 0.551512 -3.009882 -3.895157 0.39 0.46 0.04 0.102
H -1.547339 -1.344430 0.548391 0.13 -0.18 0.19 0.057
H -6.079364 0.887640 -4.177437 0.07 -0.04 0.00 0.080
H 1.609155 -3.230869 4.548659 0.03 -0.01 0.01 0.101
H -1.859895 -1.404861 6.259590 -0.01 0.01 0.03 0.101
H -7.615972 0.780087 -6.102085 0.01 -0.01 -0.02 0.102

For reference, max |F| by record: 5.55 5.08 eV Å⁻¹.